C40H44IrO2P2 | ωB97M-V/def2-TZVPD

Computed properties:
E_tot: -2488.01701 Ha
Net charge: +1
Multiplicity: 1
HOMO level: -10.87 eV

Each line ends with the Mulliken charge.
Geometry (Å):
Ir  -0.066  -0.608  -0.187  2.8066
C  -2.717  0.914  1.022  -1.6952
C  -2.612  1.446  -0.410  -1.3415
P  -0.822  1.395  -0.809  -0.5542
C  -0.030  2.554  0.340  0.7357
C  1.310  2.366  0.671  0.3162
C  1.964  3.287  1.478  -0.5250
C  1.281  4.389  1.968  -0.9464
C  -0.059  4.575  1.653  -0.8154
C  -0.711  3.666  0.837  -0.5712
C  -0.597  2.192  -2.418  1.1356
C  0.708  2.354  -2.882  -0.9772
C  0.949  3.015  -4.075  -0.7439
C  -0.112  3.525  -4.811  -0.6203
C  -1.412  3.369  -4.353  -0.8580
C  -1.657  2.706  -3.160  -0.2843
P  -1.740  -0.625  1.213  0.9371
C  -1.298  -0.698  2.953  1.1980
C  -0.672  0.414  3.522  -0.3945
C  -0.361  0.418  4.870  -0.7191
C  -0.662  -0.691  5.650  -0.6680
C  -1.263  -1.804  5.084  -0.8725
C  -1.579  -1.816  3.733  -0.6052
C  -2.787  -2.047  0.837  0.3367
C  -2.167  -3.294  0.724  -0.1721
C  -2.928  -4.419  0.458  -0.8521
C  -4.302  -4.308  0.288  -0.6802
C  -4.919  -3.071  0.393  -0.7813
C  -4.165  -1.940  0.676  -0.6455
H  -3.741  0.739  1.352  0.9466
H  -2.289  1.634  1.720  0.5565
H  -3.066  2.432  -0.510  0.8991
H  -3.102  0.778  -1.124  0.3875
H  1.856  1.499  0.312  -0.0675
H  3.007  3.135  1.723  0.4706
H  1.793  5.108  2.594  0.4523
H  -0.592  5.435  2.036  0.4579
H  -1.750  3.837  0.584  0.3843
H  1.545  1.963  -2.314  0.4493
H  1.965  3.140  -4.426  0.4583
H  0.074  4.043  -5.741  0.4140
H  -2.240  3.767  -4.923  0.4421
H  -2.680  2.588  -2.827  0.3093
H  -0.409  1.274  2.913  -0.1394
H  0.119  1.282  5.310  0.4913
H  -0.420  -0.688  6.705  0.4141
H  -1.486  -2.670  5.692  0.4504
H  -2.045  -2.690  3.300  0.3856
H  -1.093  -3.383  0.860  0.4686
H  -2.445  -5.384  0.374  0.4721
H  -4.893  -5.188  0.075  0.4266
H  -5.988  -2.983  0.259  0.4502
H  -4.668  -0.986  0.762  0.3204
C  6.027  1.762  -0.451  -1.5063
C  5.034  0.702  -0.067  0.5543
C  4.733  -0.346  -0.929  -1.0635
C  3.819  -1.336  -0.587  1.1544
C  3.531  -2.471  -1.535  -1.5014
C  3.170  -1.252  0.647  1.2053
C  3.452  -0.211  1.534  0.3508
C  2.824  -0.179  2.902  -1.3940
C  4.389  0.746  1.165  -0.5038
C  2.192  -2.323  1.028  -0.3786
O  2.505  -3.428  1.381  -0.6368
O  0.904  -1.971  0.933  -0.6613
H  6.712  1.402  -1.218  0.4093
H  6.617  2.080  0.408  0.3682
H  5.522  2.645  -0.848  0.2698
H  5.236  -0.405  -1.888  0.3868
H  4.200  -2.437  -2.392  0.4184
H  2.505  -2.424  -1.912  0.1560
H  3.648  -3.434  -1.039  0.3472
H  3.275  -0.935  3.548  0.5037
H  1.755  -0.394  2.863  -0.1877
H  2.965  0.792  3.374  0.3738
H  4.642  1.532  1.869  0.5902
C  -2.188  -3.101  -3.141  -1.7920
C  -2.035  -1.694  -2.553  2.2180
C  -2.202  -0.660  -3.659  -1.8818
C  -0.692  -1.609  -1.837  -1.9955
H  -3.094  -3.168  -3.744  0.4345
H  -2.244  -3.859  -2.359  0.3833
H  -1.340  -3.340  -3.786  0.3697
H  -2.825  -1.560  -1.806  -0.2959
H  -1.504  -0.859  -4.476  0.4190
H  -2.010  0.354  -3.311  0.4831
H  -3.210  -0.691  -4.072  0.4451
H  0.093  -1.261  -2.539  0.9423
H  -0.431  -2.612  -1.472  0.5728